DFT (the ωB97M-V functional and the def2-TZVPD basis) results for a structure of composition C53H45BGdN11O2P.

CARTESIAN COORDINATES (ANGSTROEM)
H: -4.8421 4.0275 -1.9123
C: -0.4625 1.8345 -3.0576
C: -0.7717 2.3980 1.4322
H: 6.2085 3.1209 -1.8324
N: -1.5904 -1.5721 -1.8279
B: -3.2824 -2.2881 -0.0153
H: 2.4583 2.6265 3.6002
N: -3.8577 -4.6826 0.1263
H: -2.7723 2.6918 -4.6593
H: 5.3307 1.2205 -0.3313
H: -1.7771 -3.5955 -4.4414
N: -3.9050 -0.8844 0.2558
H: 6.7147 0.0382 4.1239
C: 3.7698 3.8513 1.1066
H: 0.3556 3.6810 4.3970
C: 4.4594 4.8707 0.4836
C: -5.4900 -3.2987 -0.6795
H: -2.0141 4.2107 -4.1280
H: 5.3631 -0.9474 5.9764
C: 0.3560 3.1252 3.4813
H: -0.6308 -1.2908 -3.6968
H: 4.1317 -0.7567 -3.2195
C: 5.4889 4.6502 -0.4488
N: -4.3200 -3.3665 0.0852
C: -1.7349 6.0076 -0.7528
C: 0.8489 1.2242 -3.0954
O: -0.7800 2.4493 -4.1922
C: 1.1690 -6.4528 1.3139
H: -6.0495 -2.4128 -0.8445
H: -1.5552 2.4602 0.7102
N: 1.1202 0.3206 -2.0665
H: -3.4538 2.3812 0.3450
H: 2.2374 -2.6402 1.4411
H: -0.5847 4.1818 -1.2265
H: 0.0101 -3.7062 -1.1405
C: -2.6229 -3.0237 2.2669
C: -5.8772 -4.5971 -0.9901
C: -1.2403 -1.9439 -3.0827
C: 2.9293 0.8348 -4.1168
H: 1.3984 -7.2080 2.0627
C: -4.7428 -5.4008 -0.5563
C: -1.5604 4.7516 -1.2913
H: 2.8612 -1.2213 5.6376
C: 5.0954 0.7687 3.0426
C: -2.4256 2.7840 -2.4944
N: -2.6324 -2.4134 -1.4377
C: -0.8248 3.0340 2.6983
H: 3.7507 -3.9944 -0.8035
C: -5.1067 0.9754 0.8187
C: -3.7881 1.3313 0.4233
C: 1.4798 1.8935 1.7847
H: -0.9325 -6.0444 -1.3115
C: 1.3570 -4.2139 0.4187
C: 4.0249 2.5340 0.7653
H: 4.3827 -2.9679 0.5568
H: 1.8234 -0.0569 3.6814
C: -2.7730 -3.3723 -2.3886
C: -2.0386 3.1146 -3.9347
C: 3.1818 -0.1722 -3.1597
C: 2.2541 -0.3889 -2.2071
H: -5.8826 1.6539 1.1843
C: -2.9428 6.7315 -0.9209
C: -2.7403 4.0185 -1.6802
H: -4.4704 -6.4250 -0.9049
H: -5.9979 -1.1472 0.8758
N: 1.5601 -1.8145 -0.4139
N: -3.0566 0.2812 0.1139
C: -3.9949 4.6665 -1.6624
C: 1.7442 -5.2053 1.3703
H: -3.4197 -4.2166 -2.2742
C: 3.5530 -3.1247 -0.1513
N: -1.0830 -1.7587 1.2395
C: 3.4910 -0.7285 4.8600
O: 3.7465 -1.9722 -1.0870
P: 3.0036 1.1567 1.2471
C: 0.3437 1.7094 1.0229
H: -2.1697 -2.2850 4.3166
C: 1.7280 1.5078 -4.1424
H: -3.4145 -3.7403 2.2172
H: -2.9519 7.7128 -0.5104
Gd: -0.4083 -0.1766 -0.2475
C: -0.2152 -5.7927 -0.5543
C: -1.8747 -3.1576 -3.4613
H: -0.3295 -0.8587 2.9101
C: 1.5226 2.5596 3.0139
C: 2.8972 -0.1442 3.7733
H: -0.3119 -7.7720 0.3652
C: 0.1966 -6.7721 0.3086
C: -4.0163 6.0800 -1.4897
C: 4.8697 -0.6023 5.0458
H: 6.0943 5.4438 -0.9139
C: 2.1153 -2.9290 0.3544
H: -6.7440 -4.9369 -1.5251
H: 2.4914 -5.0187 2.1263
H: 3.6976 1.0282 -4.8461
C: -1.0421 -1.5323 2.5737
H: 4.2452 5.8623 0.8076
H: -1.7520 3.4145 3.0949
H: -3.2613 2.0583 -2.4761
H: 1.4716 2.1900 -4.9291
H: 3.1816 4.0949 2.0190
H: -4.9605 6.5887 -1.6818
H: 5.5903 1.5132 2.4013
N: -1.2361 2.0535 -2.0270
N: -2.1478 -2.5869 1.0232
C: 2.4647 -1.4473 -1.2479
C: 0.2983 -4.5280 -0.4410
C: -2.0007 -2.2747 3.2614
H: -0.9400 6.3719 -0.1667
C: 3.7173 0.5878 2.8042
C: 5.0519 2.2822 -0.1675
C: -5.1385 -0.4515 0.6884
C: 5.6437 3.2968 -0.9042
C: 5.6623 0.0550 4.1145

relative energy (zero: lowest compared OMol25 entry of this formula, charge and spin)	0.0000	eV
total charge	+2
E_HOMO (alpha / beta)	-12.93 / -12.93	eV
spin multiplicity	7
energy	-106960.3391	eV
LUMO level (alpha / beta)	-5.91 / -8.51	eV
HOMO-LUMO gap (alpha / beta)	7.0 / 4.4	eV

---

DFT (the ωB97M-V functional and the def2-TZVPD basis) results for a cluster of 5 separate species, C23H37Cl8F4NO4 in total.

CARTESIAN COORDINATES (ANGSTROEM)
H: 1.6566 -1.4668 -0.9716
H: 1.7983 -5.8145 3.9218
C: -1.7346 2.2170 -0.1142
H: -2.8648 -1.4639 -4.8384
H: 1.1708 -2.3983 0.9747
C: 3.0214 -3.5933 1.1064
H: -3.9642 -1.5372 3.3585
Cl: 2.6773 -4.0454 5.2085
H: 4.0277 -3.5684 1.6158
O: -3.0706 0.2235 -2.0528
H: 3.9864 1.3255 -0.5289
H: 2.0093 0.2136 -1.6125
H: -2.1447 2.8108 0.7623
N: -0.0205 1.7090 1.7843
Cl: -3.0562 -4.1716 -5.7058
C: 2.7727 -5.5885 4.3512
Cl: -5.5734 -3.2542 -4.5503
H: -0.8202 -4.5701 0.3570
H: 2.4788 -4.5063 1.5242
C: 0.8869 4.0805 1.3206
C: -3.7310 1.4676 -1.7193
H: -3.1516 3.6055 -1.1915
O: -2.6665 1.1538 -4.1697
H: 1.8727 -2.3316 2.6484
O: -0.3277 -0.5972 2.1001
C: 0.7839 2.5532 0.8146
H: -4.4208 1.8573 -2.5291
H: -1.8321 1.0925 0.0137
Cl: -2.9945 -4.6805 -0.5476
H: 3.0717 -3.7564 -0.0144
H: -2.2132 -1.7276 3.0934
C: -3.0849 -2.1265 3.6096
H: 5.4290 3.3136 0.2410
H: 0.0908 1.9154 -1.3104
C: 0.3724 0.2868 1.5958
C: 4.3895 3.1073 0.6852
F: -0.3289 6.1307 -0.5963
H: -1.9558 2.6831 -2.2730
F: 3.8351 -1.1046 0.1869
Cl: -3.3478 -3.7984 3.0896
F: 1.6028 7.2200 -0.8645
H: -1.9275 -3.4049 1.1236
C: 1.6940 0.1536 0.6691
H: -4.9010 -3.2042 -6.8091
H: -1.0798 -1.0965 -4.3134
C: -2.6609 2.6006 -1.3865
H: -0.2787 3.6524 -0.9257
H: 2.7208 5.3346 0.6851
C: -2.6568 0.1907 -3.3904
C: 1.6991 5.0191 0.3173
Cl: -2.8106 -2.0339 5.3531
H: 3.0549 -6.3672 5.0563
C: 0.9105 6.3858 0.0373
C: 1.4148 -0.3721 -0.8364
H: 2.4852 1.7507 1.8367
H: 3.3066 -0.5234 2.1005
C: 2.1264 1.7021 0.7444
H: 0.3618 1.9580 2.7184
H: 3.0493 2.8361 -1.0310
H: 0.3143 -0.2505 -1.1302
H: -5.2453 -4.8582 -6.2465
C: -1.6155 -3.8485 0.1801
Cl: -1.0060 -2.5699 -0.8772
Cl: 3.9708 -5.5268 3.0531
H: -0.1572 4.5178 1.4195
C: -0.2017 2.6088 -0.4562
C: 3.3534 2.1952 -0.1315
H: 1.7705 4.5191 -0.7097
C: -4.7812 -3.9086 -5.9887
H: 1.3927 4.1657 2.3355
F: 0.6623 7.0800 1.2317
C: 2.7975 -0.9194 1.1520
C: 2.1618 -2.3297 1.5504
C: -2.1639 -1.2153 -3.9898
H: -4.3423 1.2645 -0.7764
O: 4.1645 3.5914 1.8029
H: -2.2128 -1.9620 -3.1418

relative energy (zero: lowest compared OMol25 entry of this formula, charge and spin)	3.3465	eV
E_HOMO	-10.07	eV
spin multiplicity	1
energy	-145177.8646	eV
LUMO level	0.40	eV
HOMO-LUMO gap	10.5	eV
SMILES string	CC[C@@H](F)[C@@]1(C)C(=O)N[C@@](CCCCOC(C)=O)(CCC(F)(F)F)[C@@H]1CC=O.ClCCl.ClCCl.ClCCl.ClCCl

---

DFT (the ωB97M-V functional and the def2-TZVPD basis) results for the molecule C4H6O2.

CARTESIAN COORDINATES (ANGSTROEM)
O: 3.1183 -0.0426 -0.0819
O: -0.2185 -0.1299 -1.5546
H: -1.7372 0.1614 1.4384
C: 1.9602 0.1931 -0.3528
H: 1.0639 -1.2134 1.0869
H: -0.6169 -1.4474 -0.1152
H: -1.3835 1.5245 0.3479
C: -0.4975 -0.3113 -0.2917
H: -2.5536 0.2841 -0.1457
C: 0.8372 -0.4779 0.3148
H: 1.6447 1.0030 -1.0369
C: -1.6171 0.4565 0.3908

relative energy (zero: lowest compared OMol25 entry of this formula, charge and spin)	4.5610	eV
E_HOMO (alpha / beta)	-9.92 / -9.73	eV
spin multiplicity	1
energy	-8335.9001	eV
LUMO level (alpha / beta)	-1.61 / -1.78	eV
HOMO-LUMO gap (alpha / beta)	8.3 / 7.9	eV

---

DFT (the ωB97M-V functional and the def2-TZVPD basis) results for the molecule C3H6N2OS.

CARTESIAN COORDINATES (ANGSTROEM)
C: -1.5876 -0.3816 0.3457
N: -0.4108 -1.1601 -0.1173
H: -2.4665 -0.8945 -0.0331
H: -1.7080 -0.4744 1.4606
S: 3.0432 0.3314 0.1309
H: 3.0993 -0.2488 1.3461
H: -1.2991 1.8006 0.6268
H: -1.8830 1.3393 -0.9866
C: -1.2605 1.0357 -0.1136
H: 2.1060 -1.4784 -0.9149
C: 0.4545 -0.3261 -0.4894
O: 0.0776 0.9969 -0.5493
N: 1.8350 -0.5400 -0.7061

relative energy (zero: lowest compared OMol25 entry of this formula, charge and spin)	2.0816	eV
E_HOMO	-9.15	eV
spin multiplicity	1
energy	-19070.0851	eV
LUMO level	0.76	eV
HOMO-LUMO gap	9.9	eV
SMILES string	SNC1=NCCO1

---

DFT (the ωB97M-V functional and the def2-TZVPD basis) results for a structure of composition CH2BrO2S.

CARTESIAN COORDINATES (ANGSTROEM)
H: 2.5110 -0.1050 -1.8009
H: 0.5434 0.3460 -1.6497
S: 1.6779 1.4729 0.2669
Br: 1.4799 -1.4517 0.0564
O: 2.9321 2.2362 -0.1714
C: 1.5260 0.1024 -1.0931
O: 0.4061 2.1392 -0.1320

relative energy (zero: lowest compared OMol25 entry of this formula, charge and spin)	0.6083	eV
total charge	-1
E_HOMO	-3.65	eV
spin multiplicity	1
energy	-86042.4664	eV
LUMO level	3.39	eV
HOMO-LUMO gap	7.0	eV

---

DFT (the ωB97M-V functional and the def2-TZVPD basis) results for a cluster of 2 separate species, C5H11NO in total.

CARTESIAN COORDINATES (ANGSTROEM)
H: -0.5355 2.5204 0.6997
H: -1.6550 -1.3619 0.4491
C: -1.2949 0.7405 0.4586
O: 3.3240 1.3652 0.6280
H: 4.2356 1.3222 0.9238
H: -2.4078 2.1118 1.5269
C: 0.2800 -2.3249 -1.3679
H: -0.1728 -2.2470 -2.3605
H: -0.0230 -3.1816 -0.7765
H: 0.5594 1.4172 0.0993
H: -3.1090 0.2932 1.2263
H: 1.3593 -2.4603 -1.4857
C: -1.0620 -0.6086 -0.0651
H: 2.9000 0.5817 0.9761
H: 0.4194 -0.0667 -1.3246
C: -2.3659 1.0783 1.2213
C: -0.0602 -0.9380 -0.8826
N: -0.3917 1.7585 0.0538

relative energy (zero: lowest compared OMol25 entry of this formula, charge and spin)	2.0887	eV
E_HOMO	-8.07	eV
spin multiplicity	1
energy	-8899.6087	eV
LUMO level	0.65	eV
HOMO-LUMO gap	8.7	eV
SMILES string	C=C(N)/C=C/C.O